Entry from the Open Molecules 2025 dataset: C12H18ClHoIN2OPS as an isolated structure (ωB97M-V with the def2-TZVPD basis set).

Geometry as XYZ:
```
38
Properties=species:S:1:pos:R:3:forces:R:3:lowdin_charge:R:1
C 3.43187 -1.23609 -0.93664 -0.3 -2.1 0.7 -0.170
I 2.97862 1.45489 -1.22354 -1.3 1.8 0.1 1.055
H 3.24552 -1.96572 -1.73589 0.0 -0.1 0.2 0.112
H 3.64616 -1.79302 -0.00696 -0.2 -0.1 -0.3 0.115
H 4.32015 -0.66134 -1.19602 -0.4 -0.2 0.1 0.016
Ho -1.50156 -0.51047 -0.04344 1.2 -1.2 -1.7 1.306
P -1.06114 -0.04822 -2.89101 -0.9 0.2 -0.6 0.711
C 0.19831 0.52547 -4.06924 0.5 0.2 0.1 -0.263
C -2.01216 -1.19211 -3.95487 0.0 -0.3 0.2 -0.266
H -3.17238 1.03379 -2.25619 0.1 0.1 -0.3 0.041
H -2.48901 1.82352 -3.71672 0.0 -0.1 0.3 0.071
H -1.78118 2.15247 -2.10489 -0.2 -0.1 -0.3 0.043
C -2.24000 1.37723 -2.74210 0.3 0.0 0.1 -0.295
H -2.87169 -1.58498 -3.39667 0.1 0.0 -0.2 0.045
H -2.35737 -0.68733 -4.86722 0.1 -0.1 0.3 0.067
H -0.26968 0.79082 -5.02640 0.0 0.0 0.3 0.069
H 0.91980 -0.27888 -4.25362 -0.2 0.1 0.0 0.059
H -1.37639 -2.04376 -4.23190 -0.2 0.2 0.1 0.063
H 0.75267 1.38549 -3.68124 -0.1 -0.1 -0.1 0.017
C 2.19492 -0.41871 -0.72790 -0.6 0.0 0.2 -0.822
O 1.04616 -0.73567 -0.37981 1.9 0.8 -0.5 -0.193
Cl -1.74988 -2.94364 -0.18899 0.2 0.5 -0.2 -0.022
N -2.91776 -1.13899 1.88641 0.3 -0.1 0.9 -0.052
C -1.69152 -0.82008 2.59487 0.1 0.7 0.4 -0.710
N -0.96648 0.13885 2.02796 -0.3 0.0 1.0 -0.101
C 0.07273 0.58989 2.86180 -0.6 -0.5 -0.6 -0.301
C 0.92025 1.64897 2.56377 0.3 0.2 0.1 -0.013
C 1.89165 1.99009 3.50291 -0.2 -0.2 -0.3 -0.032
C 2.04369 1.22338 4.67055 -0.5 -0.6 0.1 -0.023
C 1.18315 0.14520 4.94361 0.3 0.2 0.1 -0.039
C 0.16586 -0.14738 4.03752 0.0 -0.2 0.2 -0.403
S -1.12512 -1.37689 4.12374 0.3 0.8 -0.5 1.204
H -3.68960 -0.59833 2.29126 0.2 0.0 -0.1 0.133
H -3.18339 -2.12889 1.96720 0.3 0.3 -0.2 0.088
H 0.78575 2.17965 1.61777 0.2 0.0 0.4 0.112
H 2.54466 2.84419 3.32353 -0.2 -0.3 0.0 0.126
H 2.83986 1.46273 5.37581 -0.3 -0.1 -0.2 0.128
H 1.27451 -0.45613 5.84254 0.2 0.2 0.0 0.126
```
Positions in Å, forces in eV/Å.

Properties
- orbital gap (alpha / beta) (Eh) = 0.3069 / 0.3119
- charge = +2
- relative energy (zero: lowest compared OMol25 entry of this formula, charge and spin) (eV) = 0.000
- spin multiplicity = 5



Entry from the Open Molecules 2025 dataset: one molecule with the formula C20H20N2O5S (ωB97M-V with the def2-TZVPD basis set).

Geometry as XYZ:
```
48
Properties=species:S:1:pos:R:3:forces:R:3:lowdin_charge:R:1
C -1.43635 2.27100 2.55467 -0.2 0.0 0.2 -0.066
O -0.22000 2.05297 1.88041 0.5 0.0 -0.5 -0.097
C -0.23512 2.02621 0.50537 0.3 0.0 0.1 -0.234
C -1.37803 2.06017 -0.27608 0.0 0.0 0.2 -0.025
C -1.27988 1.96537 -1.65737 0.0 0.0 -0.1 -0.079
C -0.04421 1.83822 -2.26043 -0.1 0.0 0.0 -0.068
C 1.10782 1.81982 -1.49023 -0.1 0.1 0.1 -0.012
C 1.02816 1.92064 -0.11064 -0.6 0.1 -0.5 -0.246
N 2.17539 1.90807 0.68104 0.8 -0.4 0.2 -0.044
S 3.50805 0.95797 0.32601 -0.3 0.2 0.4 0.680
O 4.32688 0.99261 1.49961 -0.2 -0.1 0.1 -0.271
O 4.06992 1.40955 -0.91085 -0.3 -0.1 -0.1 -0.277
C 2.83133 -0.69651 0.09459 0.1 0.6 0.0 -0.198
C 1.57189 -0.96551 0.58651 -0.3 -0.3 0.1 0.000
C 0.97388 -2.19677 0.34047 0.4 0.0 -0.1 -0.107
C -0.41572 -2.51401 0.78520 0.0 0.2 0.1 -0.441
O -0.79007 -3.64504 1.01996 0.0 -0.3 0.0 0.076
N -1.22709 -1.43341 0.90237 -0.2 0.3 0.1 0.095
C -2.63623 -1.57322 1.20706 0.0 -0.2 -0.1 -0.086
C -3.46895 -0.78428 0.25525 -0.3 0.5 0.7 -0.276
C -4.41493 0.17756 0.46245 0.4 -0.5 0.1 -0.042
C -4.85141 0.58705 -0.82191 0.2 -0.2 -0.5 -0.064
C -4.13272 -0.15051 -1.70925 -0.6 0.6 0.0 -0.130
O -3.29637 -0.98156 -1.06876 0.4 -0.4 0.1 0.058
C 1.69762 -3.16650 -0.34723 -0.2 0.1 0.1 0.011
C 2.98124 -2.90378 -0.78484 0.0 0.2 0.1 -0.010
C 3.57238 -1.65803 -0.58355 0.0 -0.1 -0.1 -0.237
C 4.95769 -1.36680 -1.04940 0.2 0.0 -0.2 -0.039
H -2.14550 1.45580 2.37740 0.0 0.0 0.0 0.082
H -1.89152 3.22072 2.25952 0.0 0.0 0.0 0.103
H -1.18210 2.30473 3.61278 -0.1 0.0 -0.1 0.099
H -2.35242 2.15246 0.17674 -0.1 0.0 0.1 0.099
H -2.18149 1.99093 -2.24944 -0.1 0.0 0.0 0.099
H 0.03107 1.76060 -3.33352 0.0 0.0 -0.1 0.105
H 2.08214 1.73761 -1.94215 0.0 0.0 -0.1 0.103
H 2.00568 2.01606 1.66969 0.1 -0.1 0.2 0.120
H 1.07235 -0.22863 1.19290 -0.2 0.1 0.0 0.110
H -0.91854 -0.53447 0.56481 0.1 -0.1 -0.1 0.115
H -2.84550 -1.23793 2.22982 -0.1 -0.1 -0.2 0.131
H -2.85822 -2.64508 1.13996 0.0 0.2 0.1 0.133
H -4.76684 0.53996 1.40713 0.0 0.0 0.3 0.110
H -5.59275 1.32633 -1.04479 -0.2 0.1 -0.1 0.102
H -4.12621 -0.17877 -2.78053 0.1 -0.1 -0.2 0.123
H 1.23642 -4.12723 -0.51935 0.0 -0.1 0.0 0.123
H 3.53925 -3.67307 -1.29767 0.1 0.0 -0.1 0.116
H 5.53496 -0.92238 -0.24050 0.2 0.0 0.0 0.087
H 5.44939 -2.27217 -1.39632 0.0 0.0 0.0 0.084
H 4.93464 -0.63676 -1.85690 0.1 0.0 0.0 0.085
```
Positions in Å, forces in eV/Å.

Properties
- orbital gap (Eh) = 0.3364
- SMILES = COc1ccccc1NS(=O)(=O)c1cc(C(=O)NCc2ccco2)ccc1C
- relative energy (zero: lowest compared OMol25 entry of this formula, charge and spin) (eV) = 1.897



Entry from the Open Molecules 2025 dataset: a 3-piece molecular cluster, C4H6O2 overall (ωB97M-V with the def2-TZVPD basis set).

Geometry as XYZ:
```
12
Properties=species:S:1:pos:R:3:forces:R:3:lowdin_charge:R:1
O -2.61285 -1.08172 1.04374 0.7 0.5 -1.1 0.060
C -2.06020 -0.62583 0.16244 -0.9 -0.6 1.2 0.030
C 0.79670 -0.88407 1.22222 0.2 0.2 0.0 -0.121
C 1.58882 0.10990 0.83248 -0.1 -0.2 0.1 -0.078
O 0.57096 0.93020 -1.99274 -0.6 0.0 0.0 -0.024
C -0.62051 1.00195 -1.83145 0.3 0.1 -0.2 -0.207
H 0.67693 -1.78075 0.61567 0.0 0.2 0.1 0.053
H 0.23762 -0.84503 2.15385 0.1 0.0 -0.1 0.046
H 1.71529 1.01488 1.42414 0.0 -0.2 -0.1 0.054
H 2.12474 0.06320 -0.11038 -0.1 0.0 0.1 0.044
H -1.33826 0.33514 -2.35306 0.2 0.1 0.1 0.067
H -1.07925 1.76213 -1.16691 0.1 -0.1 0.0 0.077
```
Positions in Å, forces in eV/Å.

Properties
- orbital gap (Eh) = 0.3962
- relative energy (zero: lowest compared OMol25 entry of this formula, charge and spin) (eV) = 2.460



Entry from the Open Molecules 2025 dataset: a 2-piece molecular cluster, C27H44ClF7IN4O9S2Si overall (ωB97M-V with the def2-TZVPD basis set).

Geometry as XYZ:
```
96
Properties=species:S:1:pos:R:3:forces:R:3:lowdin_charge:R:1
C 2.43926 0.25431 2.63614 -0.1 -0.1 0.0 -0.036
C 1.77317 0.95286 1.48496 0.7 0.0 -0.5 -0.378
N 2.56708 1.46053 0.62879 -0.3 0.0 0.0 0.174
C 0.27486 1.19388 1.37032 0.1 -0.2 0.6 -0.057
C -0.74226 0.01368 1.49594 0.7 1.2 -0.6 -0.378
S -1.20326 0.01129 3.27242 0.5 -2.5 1.9 0.817
O -2.03188 -1.12134 3.58352 -0.9 0.5 -0.9 -0.249
O -0.02461 0.00243 4.08664 0.3 1.1 -0.6 -0.234
C -2.20119 1.53387 3.68292 -1.0 0.5 0.0 -0.405
F -2.94547 1.91804 2.61222 0.4 -0.2 0.0 0.103
F -3.07054 1.11605 4.60627 0.5 0.0 -0.1 0.154
C -1.45041 2.80524 4.22419 -0.4 0.7 0.5 -0.362
F -1.94985 3.09157 5.43769 0.0 -0.2 -0.1 0.175
F -0.12726 2.66996 4.36049 0.0 -0.3 -0.4 0.155
C -1.70271 4.09271 3.36828 0.7 0.7 0.6 -0.525
F -0.91319 5.04885 3.90002 -0.4 -0.4 -0.3 0.174
F -1.31002 3.92346 2.09433 -0.4 0.1 0.2 0.134
F -2.96147 4.51212 3.45366 0.4 -0.4 -0.4 0.203
C -0.24645 -1.37947 1.16606 -0.3 -0.1 0.3 -0.093
C -0.18087 -1.77926 -0.32181 1.1 -0.9 -0.4 -0.320
C -0.49037 -3.30887 -0.28889 -0.5 0.5 0.3 -0.169
C 0.34589 -4.15104 0.70231 -0.3 -0.6 -0.3 -0.163
C 0.93058 -5.44389 0.08416 0.2 0.3 0.4 -0.192
C 2.44878 -5.52115 0.16279 -0.7 -0.2 -0.2 -0.212
S 3.12198 -5.58976 1.81951 2.3 -0.6 -0.6 0.590
O 3.98209 -6.72503 1.87020 -0.5 -0.5 0.0 -0.260
O 3.75866 -4.34492 2.13437 -1.0 0.7 0.4 -0.281
O 1.88027 -5.86023 2.76865 -0.2 0.3 -0.2 -0.135
Si 1.58340 -1.64839 -1.16159 1.0 0.2 -0.6 0.645
C 1.82670 0.01477 -2.02806 -0.6 -0.4 0.9 -0.165
C 3.04922 -1.91111 -0.01401 -0.3 0.4 0.0 -0.147
C 1.74365 -2.92120 -2.56678 -0.5 0.5 0.3 -0.138
N -1.09414 -1.00311 -1.26929 -0.6 0.0 0.8 0.039
C -1.96580 -1.85754 -2.11002 -0.3 0.2 -0.7 -0.195
C -2.79516 -1.35058 -3.28448 0.5 -0.1 -0.7 -0.723
C -1.98830 -0.99730 -4.55055 -0.2 0.1 0.2 -0.132
I -4.41104 -0.00164 -2.88932 0.0 -0.1 0.1 1.015
C -1.53168 0.16286 -0.73593 -0.2 0.7 0.5 -0.340
N -1.57404 1.27072 -1.43257 0.0 -0.3 -0.5 -0.400
C -1.11615 1.43527 -2.79297 0.5 0.8 -0.8 -0.105
Cl -2.17054 2.71339 -0.78149 -0.1 0.0 0.0 0.896
N -1.89065 0.33166 0.63056 -0.1 -0.6 0.2 -0.048
C -3.14211 -0.40864 0.89106 -1.0 0.0 -0.6 -0.100
C -4.39745 0.44645 0.72900 -1.6 0.0 1.4 -0.267
O -5.34582 0.29052 1.48550 1.5 0.1 -1.2 0.074
H 1.93647 -0.63170 3.00094 -0.2 0.0 0.1 0.059
H 3.44378 -0.02394 2.35358 0.2 0.0 -0.3 0.082
H 2.53985 0.95805 3.45687 -0.2 0.0 0.3 0.096
H 2.07341 1.97611 -0.10194 0.0 0.1 0.0 0.038
H 0.03248 1.91173 2.15393 0.0 0.1 0.0 0.097
H 0.11355 1.75695 0.45919 -0.1 -0.1 -0.3 0.091
H -0.94246 -2.05725 1.66080 -0.1 -0.1 0.0 0.121
H 0.71161 -1.57109 1.63080 0.2 0.1 0.0 0.101
H -0.44235 -3.77344 -1.26444 0.2 0.1 -0.2 0.081
H -1.52905 -3.38264 0.03307 -0.2 -0.2 0.0 0.118
H -0.33747 -4.49644 1.46845 -0.1 0.2 0.3 0.119
H 1.13358 -3.61818 1.22179 0.1 0.3 -0.1 0.085
H 0.61908 -5.57710 -0.94725 0.0 0.1 -0.2 0.114
H 0.54429 -6.29555 0.63262 -0.2 -0.2 0.0 0.112
H 2.79264 -6.42091 -0.33038 0.2 -0.3 0.1 0.111
H 2.93498 -4.68912 -0.32983 0.1 0.3 0.2 0.071
H 1.94899 -5.26032 3.52387 0.0 0.1 0.2 0.110
H 1.22153 0.75460 -1.51291 -0.1 0.3 -0.2 -0.014
H 2.84855 0.33615 -1.86887 0.3 0.0 -0.3 0.048
H 1.56059 -0.00772 -3.07712 0.1 0.1 -0.2 0.037
H 2.85697 -2.16597 1.02129 0.0 -0.3 0.1 0.012
H 3.61847 -0.98550 0.00562 0.0 0.3 0.0 0.031
H 3.71948 -2.64274 -0.45131 0.0 -0.3 0.0 0.040
H 2.29615 -2.45182 -3.37486 0.3 0.1 0.0 0.041
H 2.27700 -3.81753 -2.27506 -0.1 -0.3 0.0 0.024
H 0.77577 -3.16628 -2.99872 -0.1 -0.3 -0.1 0.019
H -1.31115 -2.55531 -2.61474 0.2 -0.2 0.1 0.108
H -2.64709 -2.42325 -1.48502 0.0 -0.1 0.3 0.113
H -3.33023 -2.24391 -3.57477 -0.3 -0.2 0.3 0.067
H -2.28250 -1.63794 -5.37289 -0.2 -0.1 -0.1 0.086
H -2.15496 0.01856 -4.87618 0.2 0.2 -0.1 0.047
H -0.93224 -1.18250 -4.37637 0.2 0.2 0.0 0.076
H -1.91909 1.59685 -3.50133 -0.4 -0.1 0.2 0.060
H -0.51642 2.33829 -2.79885 0.2 0.0 0.0 0.066
H -0.48820 0.63229 -3.14162 0.0 -0.4 0.4 0.072
H -3.24859 -0.85630 1.87298 0.5 0.1 0.1 0.116
H -3.27213 -1.22793 0.17902 0.1 -0.2 -0.1 0.121
H -4.47452 1.18748 -0.08227 0.3 0.0 0.0 0.049
C 0.49486 6.73608 -0.02688 -0.2 -0.4 0.1 -0.015
C 1.36496 6.11620 -1.09023 -0.3 0.3 0.3 -0.314
C 1.00097 6.48920 -2.50773 0.1 0.1 -0.1 -0.074
O 1.45994 5.34054 -3.24496 -0.1 0.0 0.1 0.086
C 1.40184 4.28601 -2.41498 0.2 0.2 0.1 -0.566
O 1.51096 3.14605 -2.75133 -0.1 -0.1 0.0 0.133
O 1.19875 4.67919 -1.13795 0.0 0.0 -0.1 0.067
H 0.74466 6.33482 0.95494 0.1 0.1 0.0 0.087
H 0.62686 7.81681 -0.00601 0.0 0.0 0.0 0.098
H -0.55784 6.51254 -0.20894 0.0 0.1 -0.1 0.088
H 2.41830 6.32037 -0.88570 0.0 -0.1 -0.1 0.164
H 1.49127 7.39295 -2.85772 0.1 -0.1 -0.1 0.145
H -0.07721 6.58251 -2.65581 0.0 0.0 0.1 0.142
```
Positions in Å, forces in eV/Å.

Properties
- orbital gap (Eh) = 0.3200
- charge = +1